C24H36BrIO19Si as an isolated structure in a non-equilibrium geometry. Source: OMol25; level of theory: the ωB97M-V functional and the def2-TZVPD basis.

Last column: Löwdin charge in e.
Geometry (Å):
C1 -1.620 1.623 0.536  -0.127
C2 -3.045 1.194 0.903  -0.379
C3 -3.407 -0.254 0.468  -0.801
I1 -5.052 -0.845 1.778  0.789
Si1 -1.991 -1.480 0.834  0.226
Br1 -2.706 -3.614 1.145  0.380
C4 -0.556 -1.380 -0.392  -0.224
C5 -0.766 -2.428 -1.541  -0.389
C6 -0.604 -1.837 -2.955  0.017
O1 0.387 -2.758 -2.244  -0.136
H1 -1.451 1.421 -0.523  0.075
H2 -1.579 2.709 0.633  0.045
H3 -0.845 1.228 1.200  0.069
H4 -3.728 1.875 0.384  0.103
H5 -3.239 1.338 1.967  0.070
H6 -3.745 -0.296 -0.568  0.050
H7 -1.458 -1.061 2.146  -0.007
H8 0.419 -1.625 0.036  0.090
H9 -0.525 -0.463 -0.973  0.058
H10 -1.533 -3.181 -1.413  0.069
H11 -0.760 -2.534 -3.769  0.104
H12 0.028 -0.962 -3.054  0.107
C7 0.148 5.028 -1.991  -0.121
C8 -0.410 6.417 -1.793  -0.094
O2 -1.810 6.163 -1.597  0.075
C9 -1.936 4.894 -1.147  -0.569
O3 -2.941 4.415 -0.722  0.151
O4 -0.764 4.221 -1.235  0.040
H13 1.158 4.923 -1.614  0.124
H14 0.121 4.710 -3.025  0.115
H15 -0.013 6.909 -0.903  0.121
H16 -0.249 7.061 -2.655  0.135
C10 3.675 -3.200 -2.799  -0.119
C11 3.481 -4.333 -1.824  -0.115
O5 4.563 -4.142 -0.905  0.065
C12 4.927 -2.838 -0.960  -0.570
O6 5.680 -2.313 -0.205  0.160
O7 4.313 -2.204 -1.992  0.047
H17 2.737 -2.831 -3.202  0.116
H18 4.341 -3.464 -3.624  0.134
H19 2.538 -4.258 -1.281  0.125
H20 3.542 -5.311 -2.296  0.134
C13 1.297 4.552 3.416  -0.112
C14 0.458 4.181 2.218  -0.120
O8 0.190 5.454 1.622  0.053
C15 1.169 6.308 2.013  -0.566
O9 1.331 7.394 1.559  0.162
O10 1.938 5.756 2.985  0.064
H21 2.032 3.791 3.669  0.134
H22 0.693 4.769 4.299  0.137
H23 1.001 3.562 1.500  0.134
H24 -0.466 3.677 2.490  0.127
C16 4.136 1.494 -2.208  -0.117
C17 4.858 2.805 -2.012  -0.110
O11 4.111 3.698 -2.848  0.070
C18 2.869 3.179 -2.997  -0.554
O12 1.948 3.749 -3.490  0.136
O13 2.803 1.918 -2.505  0.063
H25 4.153 0.863 -1.322  0.133
H26 4.521 0.924 -3.055  0.135
H27 4.808 3.161 -0.981  0.134
H28 5.900 2.763 -2.320  0.135
C19 -0.756 -1.725 6.469  -0.117
C20 -1.634 -2.189 5.331  -0.120
O14 -2.039 -0.957 4.732  0.022
C21 -1.111 -0.020 5.044  -0.574
O15 -1.063 1.066 4.561  0.149
O16 -0.243 -0.485 5.977  0.063
H29 0.053 -2.418 6.689  0.133
H30 -1.320 -1.536 7.384  0.134
H31 -1.088 -2.779 4.592  0.130
H32 -2.497 -2.758 5.669  0.136
C22 -3.459 -5.708 -1.574  -0.161
C23 -2.360 -6.711 -1.830  -0.125
O17 -3.018 -7.957 -1.605  0.060
C24 -4.351 -7.764 -1.798  -0.563
O18 -5.155 -8.633 -1.851  0.172
O19 -4.636 -6.441 -1.922  0.064
H33 -3.366 -4.813 -2.187  0.127
H34 -3.520 -5.413 -0.525  0.027
H35 -1.998 -6.683 -2.861  0.133
H36 -1.515 -6.590 -1.155  0.131

Summary:
Total energy (a.u.): -5526.909769
Energy above the lowest of the compared OMol25 structures with the same formula, charge and spin (kcal per mole): 0.0
LUMO level (eV): 0.0